Record 1
A molecular structure, C2H6AlFO2, computed with ωB97M-V/def2-TZVPD.

Cartesian coordinates (Å):
F: -1.070 0.852 0.223
Al: -1.020 1.992 1.190
O: -0.417 2.227 2.688
H: 0.440 1.950 3.012
C: 0.739 -0.909 -1.788
O: 0.771 -0.459 -0.428
C: -0.312 -0.593 0.297
H: -0.178 -0.556 -2.279
H: 1.615 -0.480 -2.279
H: 0.785 -2.005 -1.815
H: -1.055 -1.222 -0.196
H: -0.297 -0.798 1.374

Calculated values
Charge ... +2
Spin multiplicity ... 1
Energy ... -571.81089 Eh
HOMO level ... -20.984 eV

---

Record 2
A molecular structure, C2H6AsF5O3PS, computed with ωB97M-V/def2-TZVPD.

Cartesian coordinates (Å):
O: 4.065 -0.435 -0.085
P: 2.720 -0.630 0.528
As: 1.214 1.102 -0.111
S: -0.336 -0.425 -1.229
O: 0.166 -1.786 -1.325
O: -0.640 0.192 -2.505
C: -2.081 -0.662 -0.466
F: -2.311 -1.970 -0.252
F: -3.001 -0.207 -1.340
C: -2.355 0.051 0.863
F: -3.656 -0.102 1.183
F: -1.621 -0.489 1.849
F: -2.101 1.353 0.782
H: 2.815 -0.468 1.940
H: 2.220 -1.947 0.395
H: 1.936 1.154 -1.496
H: 0.238 2.243 -0.535
H: 0.496 0.915 1.290
H: 2.231 2.110 0.515

Calculated values
Charge ... -1
Spin multiplicity ... 1
Energy ... -3780.09579 Eh
Energy relative to the best compared isomer or geometry (same formula, charge and spin) ... 0.0 kJ/mol
HOMO level ... -4.587 eV

---

Record 3
A gas-phase ion, C2H6BClFO9P2S2 (charge -1), computed with ωB97M-V/def2-TZVPD.

Cartesian coordinates (Å):
O: -2.529 1.542 -1.950
P: -1.907 0.611 -1.025
O: -2.512 -0.876 -1.186
O: -2.366 0.961 0.493
B: 0.075 0.543 -1.064
S: 0.689 2.053 -2.098
O: 0.256 3.292 -1.560
O: 0.338 1.812 -3.436
F: 2.262 2.077 -2.045
O: 0.670 -0.672 -1.639
C: 1.325 -1.321 -0.623
Cl: 2.980 -0.596 -0.410
C: 0.468 -0.836 0.571
P: 0.916 -1.345 2.254
O: -0.473 -1.179 3.050
O: 1.806 -0.179 2.859
S: 1.711 -3.079 2.404
O: 0.468 0.533 0.360
H: -3.357 -0.915 -0.698
H: -1.787 1.666 0.834
H: 1.412 -2.382 -0.765
H: -0.495 -1.336 0.382
H: -1.169 -0.978 2.393
H: 1.220 0.604 2.900

Calculated values
Charge ... -1
Spin multiplicity ... 1
Energy ... -2821.33347 Eh
HOMO level ... -6.416 eV

---

Record 4
2 unconnected molecules or ions with the total composition C2H6BNO3, computed with ωB97M-V/def2-TZVPD.

Cartesian coordinates (Å):
B: -1.342 -0.190 0.019
C: 1.861 -0.570 -0.312
C: -0.140 0.838 -0.029
N: 1.168 0.595 -0.393
O: 1.425 -1.653 0.010
O: -2.548 0.404 -0.161
O: -1.253 -1.521 0.125
H: 2.916 -0.425 -0.595
H: -0.426 1.867 -0.195
H: 0.233 1.316 2.075
H: 1.736 1.412 -0.577
H: -3.282 -0.212 -0.182
H: -0.347 -1.862 0.213

Calculated values
Spin multiplicity ... 1
Energy ... -385.13601 Eh
Energy relative to the best compared isomer or geometry (same formula, charge and spin) ... 247.5 kJ/mol
HOMO level (alpha / beta) ... -9.625 / -8.245 eV